(1)
The following is a DFT calculation (ωB97M-V/def2-TZVPD) of a molecular structure, C30H60AsF6O30 at a distorted geometry.

LUMO level: 2.08 eV
2S+1: 1
net charge: -1
gap between HOMO and LUMO: 0.3338 Eh
energy above the lowest of the compared OMol25 structures with the same formula, charge and spin: 4.7747 eV

XYZ file:
```
127
Properties=species:S:1:pos:R:3:forces:R:3
As 0.6506 -0.4489 -0.7489 2.159 -2.061 0.534
F 1.1697 0.1405 -2.3428 -0.215 -0.161 0.985
F -0.3245 -1.6487 -1.6381 0.104 0.933 0.799
F 0.1209 -1.1647 0.8550 -0.106 1.325 -1.942
F 1.7155 0.7363 0.0610 -1.070 -0.892 -0.661
F -0.6659 0.7840 -0.7713 0.940 -1.324 0.367
F 2.0106 -1.6995 -0.6792 -2.120 2.259 -0.429
C -6.8362 0.8018 -4.3198 -1.396 -0.360 -1.880
O -5.6805 1.2140 -3.6965 0.634 0.924 1.659
C -4.5190 0.5851 -3.7852 1.065 -2.051 -1.780
O -4.3298 -0.4427 -4.4334 -0.256 1.534 1.059
O -3.6043 1.2878 -3.1293 -1.111 0.780 0.671
C -2.2181 1.0995 -3.3046 1.045 -0.435 -0.869
H -7.2640 -0.1825 -4.1292 0.556 -0.156 0.847
H -6.7205 0.7885 -5.4035 0.297 0.145 -0.203
H -7.5977 1.5551 -4.1181 0.137 -0.047 0.267
H -1.6419 1.8623 -2.7810 -0.657 -0.061 0.449
H -1.9585 1.2697 -4.3495 -0.120 -0.397 -0.229
H -1.8690 0.1219 -2.9724 -0.171 0.034 -0.068
C -1.0084 -4.4445 2.7884 -0.950 -0.043 -0.040
O 0.2589 -4.1675 2.2497 1.034 -0.825 -0.331
C 0.6518 -4.4559 0.9934 -0.615 0.295 -1.182
O 1.7412 -4.1333 0.6068 -1.193 -1.043 -0.016
O -0.3854 -5.0495 0.2619 0.294 0.952 2.113
C -0.1837 -5.4284 -1.0826 1.075 -0.285 0.343
H -1.6758 -3.6939 2.3649 -0.325 0.092 0.687
H -0.8755 -4.4602 3.8701 -0.127 0.806 -0.033
H -1.4895 -5.4065 2.6117 0.592 -0.309 -0.796
H 0.6422 -6.1382 -1.0355 0.242 0.008 -0.686
H 0.0708 -4.5556 -1.6839 -0.036 -0.132 -0.033
H -1.0626 -5.9615 -1.4450 -0.071 0.391 0.190
C -2.1719 0.4145 2.6302 -0.376 -0.112 -0.269
O -1.6293 0.6385 3.9480 -0.548 -1.186 0.988
C -2.1172 -0.0943 4.9785 0.124 -2.022 0.500
O -2.5478 -1.2571 4.9881 0.549 2.910 -0.440
O -1.9197 0.6328 6.0993 0.572 1.190 -1.573
C -2.4559 0.3250 7.3441 -1.040 -1.637 0.148
H -2.6382 1.3772 2.4208 -0.082 -0.267 -0.513
H -2.8772 -0.4146 2.5755 -0.263 0.161 0.568
H -1.4380 0.1282 1.8769 0.512 0.460 0.427
H -2.3144 1.1776 8.0082 0.251 -0.291 -0.121
H -2.0805 -0.6356 7.6970 0.676 0.254 0.435
H -3.5142 0.0749 7.2702 -0.350 0.503 -0.174
C -3.1882 -3.1412 -2.0857 1.738 -0.141 -0.044
O -4.4591 -3.1616 -1.4723 -1.532 0.315 0.678
C -4.7166 -3.7891 -0.2923 0.835 -1.775 -1.042
O -3.9882 -4.5770 0.2601 -0.028 0.815 0.168
O -5.9992 -3.5908 0.0168 -2.004 0.630 0.905
C -6.6191 -4.1326 1.2536 1.598 -0.607 0.164
H -3.1851 -2.9629 -3.1610 -1.292 0.013 -0.096
H -2.6364 -4.0771 -1.9988 -0.120 -0.045 0.602
H -2.5854 -2.3022 -1.7380 -0.006 -0.212 0.591
H -6.7591 -5.2135 1.2467 0.446 -0.126 -0.672
H -7.6115 -3.7780 1.5318 0.177 0.963 -1.074
H -5.9706 -3.9427 2.1090 0.167 0.182 -0.169
C -0.2878 3.8571 -0.7524 0.142 -0.860 1.755
O 0.2011 5.1523 -0.9652 2.103 1.663 -1.271
C 1.4312 5.4451 -0.4522 0.437 -2.437 1.018
O 2.1870 4.6279 0.0908 -1.506 1.861 -1.091
O 1.6261 6.7355 -0.5919 -0.291 1.722 -0.843
C 2.6765 7.4788 0.0813 -0.811 -1.858 1.003
H -0.4058 3.9571 0.3266 -1.271 -1.209 0.153
H 0.3738 2.9981 -0.8640 0.556 0.459 -0.458
H -1.1739 3.6570 -1.3549 -0.042 0.542 0.332
H 2.4727 8.5491 0.0480 0.054 -0.266 -0.836
H 3.6476 7.1172 -0.2566 -0.024 0.467 -0.035
H 2.5255 7.2100 1.1268 0.590 -0.012 0.229
C -4.0980 -6.5406 -5.5718 -1.684 -1.041 -0.118
O -2.9602 -5.7832 -5.8303 0.603 -0.005 -0.104
C -2.0584 -5.6275 -4.8601 0.542 0.421 2.675
O -2.0179 -6.1558 -3.7363 -0.396 0.756 -2.955
O -1.2317 -4.6629 -5.2821 -0.107 -0.790 -0.506
C -0.1665 -4.2307 -4.4297 0.058 -0.174 0.244
H -4.8412 -6.0119 -4.9749 0.378 0.105 0.482
H -3.9265 -7.5439 -5.1818 0.442 0.245 0.439
H -4.6358 -6.7293 -6.5009 0.450 0.306 -0.401
H 0.6384 -3.8569 -5.0625 -0.372 0.245 -0.086
H 0.2658 -5.0510 -3.8566 -0.363 -0.007 0.096
H -0.5881 -3.4577 -3.7871 0.452 0.011 0.152
C 0.9862 6.1476 4.7378 -0.552 -0.952 1.478
O 0.4523 4.9283 4.1879 -0.448 1.296 0.017
C 1.2177 3.8662 4.0550 1.589 -1.272 -1.360
O 2.3668 3.7239 4.4366 -1.353 0.329 -0.159
O 0.5223 2.9859 3.2994 -1.417 2.921 3.908
C 1.1387 2.2391 2.3625 0.822 -1.683 -1.370
H 1.1856 6.9249 4.0002 0.085 -0.431 -0.162
H 1.8191 5.9164 5.4018 0.393 0.109 -0.508
H 0.1995 6.4592 5.4250 -0.087 0.446 -0.245
H 2.1984 2.1121 2.5839 0.129 0.207 -0.437
H 0.8888 2.7750 1.4468 0.784 -0.857 -0.469
H 0.6778 1.2547 2.4440 0.036 0.034 -0.643
C 1.7829 -1.1664 3.2262 -1.013 0.797 -2.300
O 2.8693 -1.7557 3.8603 -2.244 1.658 2.253
C 3.6726 -2.5693 3.2877 1.967 0.010 -4.546
O 3.9339 -2.6557 2.0689 -1.044 -0.329 4.238
O 4.3365 -3.1860 4.2446 2.258 -2.099 1.350
C 4.1316 -3.0208 5.6728 -1.399 0.037 -0.815
H 1.4255 -1.7596 2.3845 0.263 -0.226 0.221
H 2.0403 -0.2053 2.7810 0.436 -0.087 0.090
H 0.9185 -0.9598 3.8572 0.399 -0.420 0.718
H 4.4830 -2.0554 6.0370 0.171 -0.092 -0.173
H 4.5429 -3.8572 6.2379 0.673 0.062 -0.604
H 3.0648 -3.1013 5.8816 -0.132 0.335 -0.044
C 4.8652 1.8097 -0.8505 0.641 -0.558 -1.242
O 5.2397 1.3733 0.4475 -0.499 -0.554 0.869
C 5.2120 0.0499 0.8349 -0.790 -1.819 -4.293
O 4.8202 -0.8944 0.0827 1.853 4.148 3.682
O 5.8018 -0.0531 2.0332 -0.601 -0.658 0.170
C 6.4477 1.0539 2.6627 -0.161 0.843 -0.115
H 4.5113 2.8405 -0.8347 -0.155 -0.224 0.471
H 4.2011 1.1682 -1.4298 -0.524 -0.196 0.811
H 5.7621 1.7781 -1.4692 0.332 0.257 0.025
H 5.8469 1.9533 2.7979 -0.591 -0.222 -0.388
H 7.2940 1.3837 2.0600 0.251 -0.279 0.205
H 6.7072 0.7837 3.6863 0.282 -0.587 -0.350
C 1.9097 2.6512 -3.5901 -0.704 -0.226 0.035
O 1.8736 4.0663 -3.7400 0.548 1.802 -0.774
C 2.7795 4.7116 -4.4930 4.237 -2.781 0.803
O 3.9260 4.2658 -4.7894 -3.542 0.952 0.214
O 2.4162 5.9416 -4.6974 -1.074 1.060 -0.378
C 3.0343 6.7483 -5.7086 0.511 -0.712 -0.204
H 1.7227 2.4046 -2.5450 0.541 0.153 -0.053
H 2.8212 2.2043 -3.9870 -0.186 0.075 0.069
H 0.9922 2.3590 -4.1011 0.323 -0.662 -0.271
H 4.1240 6.7297 -5.7268 0.135 0.376 1.180
H 2.5671 7.7192 -5.5437 0.386 -0.093 -0.468
H 2.9169 6.3139 -6.7015 -1.107 0.106 -0.093
```
Forces are in eV/Å.


(2)
The following is a DFT calculation (ωB97M-V/def2-TZVPD) of 8 unconnected molecules or ions with the total composition C30H60Cl14N3 at a distorted geometry.

LUMO level: -5.82 eV
2S+1: 1
net charge: +1
gap between HOMO and LUMO: 0.2116 Eh

XYZ file:
```
107
Properties=species:S:1:pos:R:3:forces:R:3
C 2.8501 -3.0142 -0.2861 -5.105 1.317 -8.858
C 2.0929 -3.0138 -1.4939 3.453 0.991 7.757
N 1.1153 -2.8132 -2.6700 1.388 -1.273 2.244
C 1.1234 -1.4532 -3.3172 1.271 1.571 -1.181
C 0.4194 -1.3526 -4.7882 0.443 1.607 -0.218
C -0.8343 -0.2981 -4.6599 -0.744 -0.261 -0.853
C -2.1417 -0.9258 -3.8289 1.608 0.505 -0.097
C -2.1809 -0.3202 -2.3066 -0.127 0.646 0.091
C -3.6781 -0.0824 -1.6857 -0.178 -0.588 1.081
C -4.8721 -0.9662 -2.3768 -0.923 0.507 -0.768
C -6.1453 -1.3034 -1.3930 -0.070 0.640 0.873
C -7.6037 -0.8332 -1.9819 -0.010 0.380 0.033
C -7.9039 -1.2842 -3.5308 -1.296 0.124 -0.194
C -8.7709 -2.6681 -3.6919 0.413 -0.442 -0.942
C -7.9850 -4.0225 -3.1505 -0.810 -0.432 -0.347
C -8.1524 -4.2846 -1.5384 0.471 -0.658 -0.165
C 0.3078 -3.8799 -2.9664 -1.768 -2.124 0.291
N -0.7885 -4.2869 -2.0029 4.578 1.200 -0.754
N 0.4763 -4.7584 -4.2231 -1.486 1.856 1.882
H 3.6618 -2.6585 0.5115 -1.955 -1.233 -2.018
H 2.2450 -1.1109 -3.4110 -2.224 -0.848 0.302
H 0.5987 -0.6913 -2.5919 0.904 -1.797 -1.213
H 0.1618 -2.3704 -5.3017 0.294 1.912 1.194
H 1.2157 -0.8228 -5.5040 -1.659 -1.364 1.592
H -1.2098 -0.0547 -5.7560 0.899 -0.504 2.207
H -0.5066 0.7475 -4.1901 -0.474 -2.427 -0.943
H -1.9223 -2.0854 -3.7398 -0.958 2.177 -0.427
H -3.0769 -0.6711 -4.4913 1.682 -0.777 1.707
H -1.6231 0.7330 -2.2664 -1.115 -2.298 -0.211
H -1.5677 -1.0292 -1.5930 -1.198 1.238 -1.311
H -3.6367 -0.4145 -0.5398 -0.010 1.071 -2.640
H -3.9601 1.0598 -1.7039 0.541 -2.308 -0.139
H -5.3060 -0.2978 -3.2653 1.011 -1.569 1.759
H -4.5284 -1.9852 -2.8471 -0.296 2.042 0.883
H -5.9724 -0.6730 -0.3963 -0.497 -1.317 -2.015
H -6.1137 -2.4402 -1.0401 -0.492 2.679 -1.180
H -8.4552 -1.2100 -1.2353 1.867 0.717 -1.784
H -7.6955 0.3563 -1.9602 0.494 -2.527 0.052
H -6.9502 -1.3709 -4.2123 -1.701 0.153 1.566
H -8.5670 -0.4182 -4.0067 1.413 -1.835 0.918
H -9.8743 -2.5854 -3.2453 2.554 -0.161 -0.663
H -8.9278 -2.8431 -4.8622 0.315 0.479 2.453
H -8.4996 -4.9389 -3.7044 1.137 1.909 1.113
H -6.8505 -4.0510 -3.4911 -2.321 0.368 0.732
H -7.0935 -4.5211 -1.0436 -2.339 0.667 -0.950
H -8.7993 -5.2663 -1.3937 1.204 2.213 -0.127
H -8.6606 -3.3691 -1.0144 1.073 -1.963 -0.925
H -0.3511 -5.0440 -1.4002 -1.309 0.552 -0.800
H -0.9814 -3.4460 -1.3997 0.353 -1.093 -0.445
H 0.5401 -5.7433 -3.8702 -0.045 0.991 -0.107
H -0.4256 -4.7481 -4.7851 1.187 0.090 1.020
Cl 3.5322 -4.1840 4.1253 -0.046 0.048 -0.074
C 5.1015 -4.5234 3.3533 0.336 -0.106 -0.029
C 6.1294 -3.4404 3.6403 0.044 -0.301 0.114
Cl 5.7279 -1.9016 2.8368 0.045 -0.293 0.106
H 4.9324 -4.6438 2.2785 0.038 0.103 0.228
H 5.4495 -5.4810 3.7519 -0.024 0.199 -0.024
H 7.1093 -3.7480 3.2638 -0.200 -0.010 0.002
H 6.2231 -3.2482 4.7141 -0.140 -0.022 -0.258
Cl -6.9694 -3.0452 2.1620 0.086 0.006 -0.099
C -5.3179 -2.7810 2.7759 0.166 -0.002 0.103
C -4.5149 -1.8491 1.8823 -0.013 0.126 0.462
Cl -4.1331 -2.5902 0.3076 0.642 -0.782 0.582
H -4.8335 -3.7572 2.8790 -0.103 0.225 -0.121
H -5.4178 -2.3441 3.7740 0.049 0.031 -0.210
H -3.5601 -1.6078 2.3586 -0.153 -0.109 -0.035
H -5.0480 -0.9112 1.6957 0.007 -0.261 -0.053
Cl -10.7696 -2.0155 0.1231 -0.020 0.048 0.014
C -11.3329 -2.4029 1.7683 -0.140 -0.086 0.342
C -11.4136 -1.1693 2.6534 -0.285 -0.096 -0.058
Cl -9.8034 -0.5097 3.0367 0.006 0.008 -0.050
H -10.6605 -3.1574 2.1888 -0.064 0.249 -0.104
H -12.3254 -2.8518 1.6652 0.132 0.159 0.022
H -11.8861 -1.4252 3.6063 0.106 -0.053 -0.170
H -12.0031 -0.3747 2.1845 0.214 -0.195 0.026
Cl 5.1579 0.7706 1.5947 -0.238 0.205 -0.075
C 6.2229 2.1662 1.2914 0.327 0.250 0.016
C 7.2865 2.3219 2.3667 0.132 -0.115 -0.301
Cl 6.5929 2.8106 3.9335 -0.083 -0.109 0.031
H 5.5966 3.0605 1.2115 0.159 -0.304 0.086
H 6.6980 1.9963 0.3206 -0.132 -0.105 0.408
H 7.9966 3.1021 2.0776 -0.190 -0.048 -0.016
H 7.8456 1.3928 2.5180 -0.224 0.165 0.017
Cl 7.1382 3.9437 -1.1226 0.085 0.236 -0.250
C 6.1127 5.2361 -1.7950 -0.194 0.349 -0.179
C 5.4550 6.0717 -0.7082 0.269 0.195 -0.174
Cl 4.2240 5.1530 0.1946 -0.025 -0.021 0.010
H 5.3700 4.7731 -2.4524 0.141 0.046 0.249
H 6.7621 5.8684 -2.4079 -0.093 -0.055 0.185
H 4.9448 6.9296 -1.1559 0.076 -0.196 -0.004
H 6.1901 6.4502 0.0095 -0.149 -0.193 -0.146
Cl 8.6793 5.7969 4.4252 0.068 0.059 -0.050
C 8.1160 5.4095 6.0704 -0.154 -0.092 0.372
C 8.0353 6.6431 6.9556 -0.246 -0.090 -0.079
Cl 9.6455 7.3028 7.3389 0.003 0.009 -0.051
H 8.7885 4.6550 6.4909 -0.076 0.251 -0.121
H 7.1236 4.9606 5.9673 0.141 0.147 -0.012
H 7.5629 6.3873 7.9084 0.106 -0.058 -0.172
H 7.4459 7.4377 6.4867 0.210 -0.193 0.027
Cl 11.4814 6.8753 0.6699 0.006 0.006 -0.062
C 11.9439 6.6436 2.3747 0.054 -0.064 0.381
C 12.1181 7.9644 3.1075 -0.233 -0.154 0.121
Cl 13.5407 8.8703 2.5327 -0.024 -0.001 -0.041
H 12.8599 6.0448 2.3999 -0.153 0.238 -0.071
H 11.1444 6.0616 2.8430 0.109 0.190 -0.026
H 12.2700 7.7806 4.1751 -0.018 -0.067 -0.193
H 11.2386 8.6067 2.9951 0.219 -0.169 -0.073
```
Forces are in eV/Å.


HOMO energy for every record listed, in sequence, given in eV: -7.003 -11.580.